Entry 1:
C24H44Cl3O7PRuSSi | wB97M-V/def2-TZVPD

Each line ends with the Mulliken charge.
Atoms and positions in Å:
Ru1 0.10 -0.26 0.19  -0.307
C1 4.51 -0.10 -0.27  -1.639
C2 3.26 -0.65 -0.92  1.738
C3 3.26 -0.49 -2.43  -1.520
C4 3.05 -2.09 -0.54  -1.734
O1 2.08 0.14 -0.36  1.084
Si1 2.16 1.86 -0.21  -0.141
S1 0.06 2.01 0.22  -0.719
O2 3.07 2.36 0.99  0.459
C5 3.11 2.38 2.45  1.807
C6 4.58 2.36 2.82  -1.682
C7 2.45 3.67 2.90  -1.706
C8 2.39 1.16 3.00  -1.377
O3 2.54 2.45 -1.63  -0.083
C9 3.20 3.70 -2.04  1.622
C10 3.01 3.78 -3.54  -1.657
C11 4.66 3.62 -1.66  -1.427
C12 2.50 4.86 -1.34  -1.475
H1 5.36 -0.68 -0.63  0.616
H2 4.47 -0.20 0.82  0.290
H3 4.69 0.95 -0.53  0.242
H4 3.99 -1.17 -2.85  0.461
H5 3.51 0.53 -2.73  0.170
H6 2.28 -0.74 -2.84  0.310
H7 3.93 -2.66 -0.85  0.619
H8 2.21 -2.51 -1.08  -0.044
H9 2.93 -2.21 0.54  0.217
H10 5.10 3.19 2.35  0.377
H11 5.06 1.43 2.51  0.343
H12 4.69 2.45 3.90  0.449
H13 2.96 4.53 2.48  0.385
H14 2.48 3.75 3.99  0.468
H15 1.40 3.69 2.58  0.295
H16 2.81 0.24 2.59  0.150
H17 1.32 1.20 2.76  0.096
H18 2.48 1.12 4.08  0.644
H19 3.49 2.93 -4.03  0.358
H20 3.45 4.69 -3.93  0.425
H21 1.95 3.77 -3.80  0.375
H22 5.13 2.75 -2.13  0.293
H23 4.78 3.55 -0.58  0.117
H24 5.19 4.51 -2.01  0.582
H25 1.44 4.88 -1.60  0.362
H26 2.94 5.81 -1.65  0.511
H27 2.61 4.78 -0.25  0.161
Cl1 -5.86 1.01 4.09  -0.084
C13 -4.32 0.56 3.55  0.451
C14 -4.09 0.47 2.15  -0.686
C15 -2.85 0.12 1.73  0.748
Cl2 -2.52 -0.07 0.04  -0.017
C16 -1.77 -0.15 2.64  -0.548
O4 -0.61 -0.44 2.23  -0.199
C17 -2.07 -0.06 4.05  0.406
Cl3 -0.81 -0.40 5.14  -0.103
C18 -3.31 0.29 4.48  -0.599
H28 -4.89 0.68 1.46  0.500
H29 -3.53 0.36 5.54  0.495
C19 2.38 -4.85 1.90  -1.453
C20 1.19 -3.93 1.89  0.075
O5 0.69 -3.85 0.52  -0.116
P1 -0.22 -2.69 -0.06  0.898
O6 -1.71 -3.08 0.36  -0.267
C21 -2.14 -3.38 1.71  0.000
C22 -2.44 -4.85 1.83  -1.422
O7 -0.22 -2.93 -1.60  -0.210
C23 -0.53 -4.23 -2.23  -0.145
C24 0.75 -4.88 -2.69  -1.074
H30 2.80 -4.90 2.91  0.418
H31 3.16 -4.50 1.22  0.299
H32 2.08 -5.86 1.60  0.364
H33 1.46 -2.92 2.23  0.102
H34 0.40 -4.32 2.52  0.421
H35 -3.03 -2.78 1.88  0.412
H36 -1.38 -3.06 2.42  0.210
H37 -3.23 -5.14 1.14  0.383
H38 -2.77 -5.08 2.85  0.410
H39 -1.55 -5.45 1.62  0.257
H40 -1.18 -3.98 -3.06  0.379
H41 -1.08 -4.84 -1.52  0.259
H42 1.29 -4.23 -3.38  0.298
H43 0.51 -5.81 -3.22  0.435
H44 1.39 -5.13 -1.84  0.190

HOMO energy (spin up / spin down) in eV: -14.71 / -15.25
Gap between HOMO and LUMO (spin up / spin down) in Eh: 0.2954 / 0.2335
Spin multiplicity: 5
LUMO (spin up / spin down) in eV: -6.67 / -8.90
M in g mol⁻¹: 743.16
⟨S²⟩: 6.04
Total charge: +2

=====

Entry 2:
C4H9NO | wB97M-V/def2-TZVPD

Each line ends with the natural charge from an NBO analysis.
Atoms and positions in Å:
C1 1.69 0.16 -0.72  -0.645
C2 0.43 0.99 -0.87  -0.060
C3 -0.38 -0.81 1.74  -0.580
C4 -0.91 -0.10 0.74  0.470
O1 -0.34 1.07 0.33  -0.529
N1 -2.09 -0.41 0.07  -0.842
H1 2.29 0.21 -1.63  0.214
H2 1.45 -0.89 -0.53  0.219
H3 2.29 0.53 0.12  0.215
H4 0.68 2.03 -1.11  0.191
H5 -0.19 0.61 -1.70  0.157
H6 -0.87 -1.69 2.14  0.202
H7 0.54 -0.47 2.20  0.215
H8 -2.29 0.15 -0.75  0.384
H9 -2.31 -1.39 -0.03  0.385

HOMO energy in eV: -8.20
Gap between HOMO and LUMO in Eh: 0.3385
Spin multiplicity: 1
LUMO in eV: 1.01
Structure (SMILES): C=C(N)OCC
M in g mol⁻¹: 87.12

=====

Entry 3:
C3H7N2P | wB97M-V/def2-TZVPD

Each line ends with the natural charge from an NBO analysis.
Atoms and positions in Å:
C1 0.64 0.86 0.01  -0.490
C2 1.43 -0.17 0.83  -0.310
C3 -0.25 -0.07 -0.79  -0.167
N1 1.15 -1.45 0.18  -0.116
N2 0.28 -1.36 -0.67  -0.168
P1 -2.17 -0.36 0.37  0.189
H1 0.08 1.57 0.63  0.227
H2 1.29 1.43 -0.66  0.219
H3 2.51 -0.02 0.84  0.220
H4 1.08 -0.25 1.86  0.220
H5 -0.62 0.21 -1.76  0.225
H6 -2.70 -1.17 -0.63  -0.016
H7 -2.72 0.79 -0.20  -0.032

HOMO energy in eV: -9.25
Gap between HOMO and LUMO in Eh: 0.3477
Spin multiplicity: 1
LUMO in eV: 0.22
Structure (SMILES): P[C@H]1CCN=N1
M in g mol⁻¹: 102.08

=====

Entry 4:
C5H13N2O2P | wB97M-V/def2-TZVPD

Each line ends with the natural charge from an NBO analysis.
Atoms and positions in Å:
C1 -1.84 0.16 -0.21  0.671
C2 0.22 -2.48 0.10  -0.621
C3 -0.72 2.43 -0.37  -0.606
C4 1.17 -1.45 -0.50  -0.777
C5 -0.63 0.95 -0.70  -0.677
N1 -2.08 0.27 1.11  -0.824
N2 2.38 1.32 -0.54  -1.116
O1 -2.53 -0.49 -0.97  -0.617
O2 0.77 0.34 1.62  -1.110
P1 0.84 0.24 0.16  2.019
H1 0.23 -2.39 1.19  0.224
H2 -0.79 -2.33 -0.26  0.228
H3 0.54 -3.48 -0.17  0.219
H4 -0.66 2.59 0.71  0.218
H5 0.11 2.95 -0.83  0.239
H6 -1.65 2.85 -0.74  0.223
H7 1.09 -1.42 -1.59  0.238
H8 2.20 -1.68 -0.23  0.242
H9 -0.53 0.79 -1.77  0.263
H10 -1.37 0.64 1.71  0.422
H11 -2.83 -0.27 1.51  0.406
H12 2.86 0.77 -1.24  0.361
H13 2.97 1.40 0.28  0.373

HOMO energy in eV: -9.86
Gap between HOMO and LUMO in Eh: 0.3921
Spin multiplicity: 1
LUMO in eV: 0.81
Structure (SMILES): CC[P@](N)(=O)[C@H](C)C(N)=O
M in g mol⁻¹: 164.15

=====

Entry 5:
C2H5NO3 | wB97M-V/def2-TZVPD

Each line ends with the natural charge from an NBO analysis.
Atoms and positions in Å:
C1 -1.10 0.87 2.08  0.381
C2 0.66 -0.96 -1.33  -0.303
N1 0.55 0.88 0.08  0.153
O1 -1.64 1.88 2.29  -0.471
O2 1.56 0.17 0.83  -0.631
O3 0.10 0.27 -1.04  -0.346
H1 -1.02 0.00 2.79  0.110
H2 0.43 -1.04 -2.42  0.209
H3 0.09 -1.77 -0.70  0.180
H4 1.78 -0.90 -0.96  0.219
H5 2.18 0.90 1.29  0.499

HOMO energy (spin up / spin down) in eV: -7.72 / -8.27
Gap between HOMO and LUMO (spin up / spin down) in Eh: 0.3062 / 0.3260
Spin multiplicity: 1
LUMO (spin up / spin down) in eV: 0.61 / 0.60
M in g mol⁻¹: 91.07

=====

Entry 6:
C8H11NS | wB97M-V/def2-TZVPD

Each line ends with the natural charge from an NBO analysis.
Atoms and positions in Å:
C1 1.18 -1.26 0.78  -0.255
C2 2.51 -1.39 0.95  -0.333
C3 1.84 1.03 0.68  -0.533
C4 0.59 0.05 0.61  -0.066
C5 -0.81 -0.25 -2.91  0.062
C6 -1.38 1.63 0.14  -0.640
C7 -1.69 -0.88 0.38  -0.649
C8 -0.70 0.28 0.41  0.041
N1 -0.29 0.77 -2.80  -0.312
S1 3.39 0.12 1.10  0.231
H1 0.52 -2.18 0.63  0.212
H2 3.04 -2.30 1.04  0.225
H3 1.83 1.69 1.46  0.220
H4 -1.33 -1.17 -3.35  0.256
H5 1.89 1.50 -0.33  0.238
H6 -1.82 1.49 -0.92  0.225
H7 -0.66 2.45 0.20  0.220
H8 -2.13 1.66 0.92  0.215
H9 -2.09 -1.15 1.42  0.229
H10 -2.55 -0.41 -0.22  0.204
H11 -1.34 -1.67 -0.21  0.210

HOMO energy in eV: -7.33
Gap between HOMO and LUMO in Eh: 0.2990
Spin multiplicity: 1
LUMO in eV: 0.81
Structure (SMILES): CC(C)=C1C=CSC1.C#N
M in g mol⁻¹: 153.25

=====

Relative energy (zero: lowest compared OMol25 entry of this formula, charge and spin)? In order: 0.600, 1.629, 0.295, 0.000, 7.818, 1.940 eV.
E_tot? In order: -3971.74566, -287.77258, -569.28068, -799.72656, -359.42203, -764.27792 a.u..